C29H41N2O3PdS4SbSi3 as an isolated structure, computed with ωB97M-V/def2-TZVPD.

relative energy (zero: lowest compared OMol25 entry of this formula, charge and spin) = 0.0 kcal per mole
spin multiplicity = 1
max |F| = 0.4 eV Å⁻¹
HOMO level (spin up / spin down) = -7.87 / -7.87 eV
E_LUMO (spin up / spin down) = -1.1955 / -1.1951 eV
net charge = 0
frontier orbital gap (spin up / spin down) = 6.67 / 6.67 eV

The geometry in XYZ format:
```
84
C29H41N2O3PdS4SbSi3 ωB97M-V/def2-TZVPD
Pd -0.14521 0.12986 0.37188
N 0.21988 -0.33288 2.39730
C 1.39974 0.04998 3.12601
C 1.24234 0.22190 4.49831
C 2.31498 0.51082 5.31614
C 3.57228 0.59141 4.73852
C 3.72184 0.40879 3.37753
C 2.64883 0.15568 2.50639
C 2.87283 0.06337 1.02292
C 4.20359 0.00106 0.56663
C 4.53901 -0.10716 -0.76985
C 3.53198 -0.16441 -1.71751
C 2.21753 -0.07690 -1.29949
C 1.86540 0.05020 0.04350
H 0.22036 -1.37653 2.38319
H -0.59761 -0.06416 2.93654
H 0.25425 0.09432 4.92596
H 2.17539 0.64663 6.38009
H 4.44452 0.79305 5.34611
H 4.72559 0.48627 2.99641
H 5.02560 0.03123 1.26175
H 5.58014 -0.15740 -1.06076
H 3.76002 -0.28575 -2.76943
H 1.43443 -0.16722 -2.03920
S -3.83178 0.39475 -2.18008
C -2.53876 0.45037 -1.18630
S -0.89704 0.65958 -1.77365
S -2.53272 0.26859 0.53160
C -3.97404 3.46248 0.05288
Si -2.38532 3.99566 -0.74808
C -2.10127 5.79896 -0.32833
C -2.34731 3.82261 -2.60109
Sb -0.28110 2.71316 0.14998
Si 0.24671 3.58468 2.53532
C -0.96388 2.73197 3.68983
C 2.04072 3.33932 2.98796
C -0.07587 5.43362 2.53399
Si 1.63560 3.62661 -1.35607
C 1.59029 2.84684 -3.04846
C 1.33184 5.46437 -1.57063
C 3.25508 3.36083 -0.47275
H -4.77952 4.08237 -0.35400
H -3.94108 3.61789 1.13309
H -4.21064 2.42025 -0.14389
H -2.92475 6.34887 -0.79622
H -1.17223 6.19962 -0.72839
H -2.14072 6.00435 0.73858
H -3.04071 4.55682 -3.02295
H -2.65073 2.83000 -2.93271
H -1.35356 4.03683 -2.99874
H -0.44324 2.05984 4.37205
H -1.72002 2.16026 3.14577
H -1.48770 3.47684 4.29294
H 2.47872 2.42415 2.59630
H 2.12886 3.31013 4.07800
H 2.62832 4.18508 2.62445
H -1.13092 5.66583 2.67450
H 0.26890 5.92963 1.62625
H 0.47394 5.86666 3.37526
H 0.66420 3.07874 -3.57504
H 1.70762 1.76465 -3.02390
H 2.42347 3.26302 -3.62372
H 0.42766 5.66211 -2.14681
H 2.17473 5.88222 -2.12943
H 1.26857 6.00110 -0.62255
H 3.32530 2.36448 -0.03445
H 3.39744 4.10163 0.31635
H 4.07533 3.46840 -1.18826
O -2.10382 -3.48787 1.19431
S -0.69652 -3.31620 0.97560
O 0.09209 -3.09323 2.18667
N -0.34520 -2.17659 -0.11596
C 0.17308 -2.72160 -1.26714
O 0.49843 -2.11978 -2.26985
C 0.36006 -4.21278 -1.14289
C 0.87191 -5.07686 -2.09298
C 0.95035 -6.42549 -1.77235
C 0.51788 -6.89566 -0.53330
C -0.00492 -6.02741 0.41641
C -0.05809 -4.69021 0.07712
H 1.19321 -4.69342 -3.05223
H 1.34827 -7.12666 -2.49446
H 0.58713 -7.95222 -0.30984
H -0.35217 -6.38143 1.37755
```



An isolated molecule of C29H41N7O at a distorted geometry, computed with ωB97M-V/def2-TZVPD.

relative energy (zero: lowest compared OMol25 entry of this formula, charge and spin) = 2.0 kcal per mole
spin multiplicity = 1
max |F| = 1.4 eV Å⁻¹
HOMO level = -8.34 eV
E_LUMO = -0.0119 eV
net charge = 0
SMILES string = Cc1ccc(C)c(CN2CCC(CNC(=O)CCc3nnc4ccc(N5CCC(C)CC5)nn34)CC2)c1
frontier orbital gap = 8.33 eV

The geometry in XYZ format:
```
78
C29H41N7O ωB97M-V/def2-TZVPD
C -9.14994 -1.57046 -2.73013
C -8.42354 -1.38620 -1.43133
C -9.09374 -1.03231 -0.27109
C -8.40285 -0.87969 0.91817
C -7.03150 -1.07319 0.98831
C -6.30463 -0.91405 2.28725
C -6.34643 -1.42753 -0.17775
C -4.85554 -1.63679 -0.15545
N -4.15137 -0.41396 0.19793
C -4.32364 0.61928 -0.80495
C -3.73727 1.93669 -0.30941
C -2.25129 1.77431 0.00737
C -1.66843 3.08463 0.54996
N -0.22972 3.05132 0.65351
C 0.56572 3.72668 -0.19144
O 0.16501 4.50379 -1.03742
C 2.05784 3.46785 0.02259
C 2.50089 2.11338 -0.54689
C 2.29928 0.97808 0.38739
N 1.36874 0.82641 1.30504
N 1.53830 -0.33016 1.94078
C 2.59551 -0.91402 1.41824
C 3.25953 -2.13342 1.66520
C 4.35732 -2.41766 0.92238
C 4.82210 -1.49299 -0.08176
N 5.87142 -1.78586 -0.89118
C 6.95811 -2.65946 -0.50757
C 8.08470 -1.85116 0.14414
C 8.58514 -0.76383 -0.81011
C 9.66096 0.09238 -0.14959
C 7.39950 0.09163 -1.26344
C 6.30320 -0.79302 -1.85663
N 4.19728 -0.35530 -0.31171
N 3.11385 -0.10757 0.42061
C -2.09755 0.62569 1.00359
C -2.74288 -0.64239 0.45368
C -7.04914 -1.57729 -1.36287
H -9.18982 -2.62802 -2.99245
H -10.16842 -1.19608 -2.66224
H -8.63665 -1.04702 -3.53508
H -10.16261 -0.87298 -0.29484
H -8.94354 -0.60250 1.81254
H -6.95347 -0.47513 3.04111
H -5.42818 -0.28656 2.14615
H -5.96451 -1.88505 2.64882
H -4.52236 -2.02465 -1.13623
H -4.60902 -2.38851 0.60170
H -5.39367 0.73732 -0.99270
H -3.83732 0.33498 -1.75832
H -3.88316 2.70753 -1.06785
H -4.26731 2.23961 0.59527
H -1.71745 1.52161 -0.91615
H -1.91553 3.90817 -0.12540
H -2.09264 3.29411 1.53754
H 0.18612 2.31010 1.21305
H 2.28997 3.51982 1.08685
H 2.59521 4.26111 -0.49815
H 1.95861 1.91871 -1.47793
H 3.56668 2.13582 -0.79088
H 2.87736 -2.79742 2.42250
H 4.87409 -3.35003 1.07185
H 6.61471 -3.44152 0.16689
H 7.33078 -3.14023 -1.41835
H 8.90251 -2.52033 0.41585
H 7.70736 -1.38677 1.05864
H 9.01794 -1.25153 -1.69175
H 10.02151 0.85019 -0.84085
H 10.50403 -0.52204 0.15761
H 9.26269 0.59324 0.73018
H 7.72320 0.82129 -2.00631
H 6.99031 0.63459 -0.40916
H 5.43950 -0.19751 -2.14792
H 6.68663 -1.32750 -2.73138
H -1.04741 0.42946 1.21841
H -2.59539 0.89393 1.93718
H -2.65081 -1.44690 1.18849
H -2.21183 -0.95926 -0.46476
H -6.51289 -1.84938 -2.26261
```



C29H42AlClF3O4P2 as an isolated structure at a distorted geometry, computed with ωB97M-V/def2-TZVPD.

spin multiplicity = 1
max |F| = 5.5 eV Å⁻¹
HOMO level = -4.17 eV
E_LUMO = 2.3335 eV
net charge = -1
frontier orbital gap = 6.50 eV

The geometry in XYZ format:
```
82
C29H42AlClF3O4P2 ωB97M-V/def2-TZVPD
C -1.74206 4.09931 2.67403
C -1.76638 2.42697 2.68603
O -2.76022 2.03902 1.67329
P -2.23177 0.69665 0.69907
O -1.37350 1.19705 -0.54729
C -1.28808 -0.67038 1.64029
C 0.34859 -0.44478 1.67036
Al 1.04384 -0.23528 3.59543
Cl -0.63582 0.23338 5.10958
C 1.94411 -1.97065 4.33843
C 3.38586 -2.30204 3.63260
C 1.99129 -1.77672 5.96515
C 3.17110 -2.61469 6.73462
P 2.49359 1.62542 3.71982
C 4.24257 1.11654 3.12643
O 1.90141 2.91487 2.65076
O -3.66768 -0.07017 0.00306
C -4.88024 0.32052 0.73919
C -4.94304 -0.24627 2.28984
H -0.88990 4.52361 3.36430
H -1.60091 4.51533 1.58281
H -2.77010 4.49729 3.12297
H -2.23071 2.14068 3.73780
H -0.68749 2.00906 2.51163
H -1.46439 -1.68017 1.03533
H -1.76313 -0.83996 2.69737
H 0.91688 -1.25371 1.03609
H 0.55366 0.60113 1.13328
H 1.17187 -2.83813 4.06271
H 3.37004 -3.45238 3.31428
H 3.50459 -1.71316 2.60081
H 4.32924 -2.02419 4.26666
H 2.03324 -0.63855 6.23743
H 0.94362 -2.17001 6.37971
H 3.23222 -3.74673 6.43788
H 2.96680 -2.48298 7.90251
H 4.19487 -2.03152 6.54572
H 4.77717 2.10001 2.73681
H 4.80438 0.63342 4.03531
H 4.08396 0.37111 2.21778
H 1.36426 2.50340 1.89979
H -5.10231 1.49113 0.66279
H -5.79703 -0.18948 0.16915
H -5.10396 0.68684 2.99113
H -3.96164 -0.77607 2.64968
H -5.82883 -1.01225 2.46232
F 3.77033 -1.88743 -0.35386
C 4.05172 -0.72447 -0.95632
C 3.12731 0.31314 -0.90654
C 3.42205 1.52593 -1.52931
C 4.63462 1.68395 -2.20494
C 5.55381 0.63482 -2.25359
C 5.26353 -0.57387 -1.62127
H 2.18712 0.16926 -0.38423
H 2.70935 2.34594 -1.48954
H 4.86219 2.62855 -2.69435
H 6.49514 0.75877 -2.78353
H 5.97037 -1.39673 -1.64154
F 4.52398 2.44442 -4.97691
C 3.84248 1.58163 -5.74227
C 2.48786 1.37748 -5.50354
C 1.77673 0.48308 -6.30349
C 2.43142 -0.20607 -7.32733
C 3.79247 0.00193 -7.55581
C 4.50067 0.90464 -6.76295
H 1.99809 1.91544 -4.69845
H 0.71561 0.32223 -6.12999
H 1.87737 -0.90691 -7.94814
H 4.30079 -0.53865 -8.35060
H 5.55700 1.08508 -6.93246
F -9.59097 -3.31492 -3.92606
C -8.55902 -2.47662 -3.76187
C -8.34339 -1.46635 -4.69273
C -7.27207 -0.59009 -4.51941
C -6.42103 -0.74091 -3.42180
C -6.64281 -1.76122 -2.49568
C -7.72067 -2.63023 -2.66329
H -9.00994 -1.36974 -5.54351
H -7.09951 0.20787 -5.23734
H -5.58293 -0.06000 -3.28942
H -5.97668 -1.87919 -1.64441
H -7.91298 -3.42325 -1.94825
```



Which E belongs to each record? In order, -116855.8852 -43217.6131 -84794.2507 eV.